Entry 1:
The following is a quantum chemistry calculation of a cluster of 6 separate species, C29H65Cl2N2O15S in total at a distorted geometry, from the OMol25 dataset.

## Properties
- HOMO: -4.7 eV
- Total charge: -1
- Frontier orbital gap: 6.71 eV
- E_LUMO: 1.99 eV
- Strongest force on any atom: 1.15 eV/Å
- Spin multiplicity: 1

The geometry in XYZ format:
```
114
C29H65Cl2N2O15S, DFT ωB97M-V/def2-TZVPD
N -2.124 1.750 3.690
C -2.731 1.527 2.455
O -3.394 0.537 2.276
C -2.523 2.592 1.413
C -1.054 3.074 1.229
N -0.454 2.858 -0.066
C -0.330 1.514 -0.586
Cl -0.135 0.331 0.744
C 0.882 1.448 -1.537
C 2.261 1.305 -0.889
C 2.761 -0.126 -0.613
C 2.244 -1.168 -1.597
S 2.577 -2.829 -0.998
O 3.513 -2.812 0.084
O 2.828 -3.702 -2.107
Cl 0.775 -3.365 -0.217
C -1.543 1.085 -1.502
O -1.600 -0.115 -1.795
O -2.188 2.056 -1.952
H -1.898 2.722 3.850
H -2.714 1.374 4.419
H -2.970 2.271 0.477
H -3.108 3.447 1.772
H -1.060 4.159 1.361
H -0.416 2.693 2.025
H -0.911 3.428 -0.768
H 0.675 0.692 -2.289
H 0.870 2.405 -2.061
H 2.981 1.866 -1.487
H 2.224 1.819 0.074
H 2.497 -0.425 0.395
H 3.852 -0.122 -0.658
H 2.730 -1.136 -2.569
H 1.159 -1.128 -1.698
C 2.775 -5.747 -7.291
O 3.287 -4.677 -6.524
C 3.354 -4.968 -5.131
C 4.762 -5.292 -4.701
O 5.216 -6.523 -5.262
C 6.090 -6.349 -6.356
H 2.882 -5.484 -8.343
H 3.325 -6.674 -7.104
H 1.712 -5.907 -7.077
H 2.686 -5.797 -4.879
H 3.013 -4.086 -4.588
H 4.784 -5.397 -3.613
H 5.435 -4.475 -4.979
H 7.047 -5.925 -6.029
H 5.653 -5.703 -7.122
H 6.275 -7.333 -6.786
C -5.595 5.675 7.617
O -6.001 4.333 7.441
C -6.010 3.920 6.080
C -4.807 3.073 5.745
O -3.607 3.833 5.789
C -2.844 3.603 6.961
H -5.503 5.850 8.689
H -4.629 5.869 7.142
H -6.342 6.366 7.212
H -6.051 4.788 5.416
H -6.917 3.328 5.923
H -4.917 2.687 4.726
H -4.747 2.220 6.428
H -2.428 2.590 6.962
H -3.442 3.746 7.864
H -2.021 4.316 6.965
C 1.405 -11.138 -10.847
O 2.809 -11.175 -11.013
C 3.374 -9.909 -11.318
C 4.041 -9.289 -10.112
O 3.093 -8.926 -9.122
C 3.056 -9.816 -8.021
H 1.092 -12.121 -10.498
H 1.106 -10.388 -10.111
H 0.905 -10.929 -11.800
H 2.610 -9.231 -11.710
H 4.125 -10.064 -12.099
H 4.556 -8.375 -10.425
H 4.786 -9.976 -9.700
H 3.976 -9.745 -7.433
H 2.910 -10.850 -8.346
H 2.219 -9.518 -7.391
C -1.456 8.224 -3.762
O -0.160 8.141 -3.204
C -0.165 7.826 -1.819
C 0.166 6.373 -1.569
O -0.862 5.521 -2.037
C -0.550 4.855 -3.249
H -1.341 8.344 -4.838
H -2.037 7.320 -3.566
H -1.996 9.094 -3.368
H -1.137 8.065 -1.375
H 0.592 8.455 -1.338
H 0.261 6.213 -0.489
H 1.123 6.119 -2.034
H 0.250 4.125 -3.093
H -0.250 5.563 -4.028
H -1.443 4.319 -3.562
C -2.433 1.469 13.259
O -1.567 2.587 13.303
C -0.696 2.670 12.185
C -1.159 3.711 11.194
O -2.371 3.328 10.563
C -3.507 4.010 11.058
H -3.134 1.567 14.087
H -2.994 1.431 12.321
H -1.873 0.536 13.382
H -0.610 1.698 11.691
H 0.294 2.951 12.559
H -0.400 3.817 10.412
H -1.274 4.679 11.691
H -3.478 5.069 10.779
H -3.584 3.926 12.146
H -4.385 3.555 10.602
```



Entry 2:
The following is a quantum chemistry calculation of the ion C11H7ClN5O3 with charge -1 at a distorted geometry, from the OMol25 dataset.

## Properties
- HOMO: -4.2 eV
- Total charge: -1
- Frontier orbital gap: 6.97 eV
- E_LUMO: 2.75 eV
- Strongest force on any atom: 2.49 eV/Å
- Spin multiplicity: 1
- Energy above the lowest of the compared OMol25 structures with the same formula, charge and spin: 0.00 kJ/mol

The geometry in XYZ format:
```
27
C11H7ClN5O3, DFT ωB97M-V/def2-TZVPD
Cl -5.276 -0.350 0.354
C -3.599 -0.154 0.633
C -3.130 0.161 1.919
C -1.768 0.331 2.136
C -0.859 0.199 1.070
O 0.452 0.485 1.404
C -1.313 -0.117 -0.214
C -2.691 -0.304 -0.426
H -3.841 0.277 2.735
H -1.381 0.582 3.121
H -0.641 -0.195 -1.066
H -3.055 -0.556 -1.417
O 1.984 2.495 1.146
N 1.845 2.443 -0.108
C 1.596 1.137 -0.624
C 1.500 0.224 0.551
N 1.579 -1.144 0.058
N 1.679 -2.224 0.899
N 1.865 -3.259 0.132
N 1.955 -2.910 -1.183
C 1.792 -1.569 -1.228
C 1.749 -0.618 -2.278
C 1.702 0.735 -1.956
O 1.939 3.445 -0.844
H 2.395 0.351 1.175
H 1.778 -1.003 -3.289
H 1.746 1.537 -2.700
```



Entry 3:
The following is a quantum chemistry calculation of an isolated molecule of C10H14O4 at a distorted geometry, from the OMol25 dataset.

## Properties
- HOMO: -10.3 eV
- Frontier orbital gap: 9.71 eV
- Structure (SMILES): CCOC1=C([C@@H](C)CC)C(=O)OC1=O
- E_LUMO: -0.63 eV
- Strongest force on any atom: 2.60 eV/Å
- Spin multiplicity: 1
- Energy above the lowest of the compared OMol25 structures with the same formula, charge and spin: 0.00 kJ/mol

The geometry in XYZ format:
```
28
C10H14O4, DFT ωB97M-V/def2-TZVPD
C -1.194 -2.283 -1.423
C -0.300 -2.234 -0.186
O -0.888 -1.599 0.956
C -1.384 -0.376 0.718
C -0.772 0.808 0.675
C 0.623 1.264 0.874
C 1.463 0.319 1.715
C 1.251 1.690 -0.488
C 2.336 0.784 -1.043
C -1.833 1.807 0.364
O -1.660 2.957 0.031
O -3.060 1.202 0.453
C -2.842 -0.169 0.486
O -3.729 -0.981 0.294
H -1.076 -3.248 -1.894
H -0.873 -1.536 -2.135
H -2.236 -2.162 -1.175
H 0.619 -1.716 -0.434
H -0.021 -3.227 0.122
H 0.543 2.180 1.445
H 1.409 -0.713 1.412
H 1.119 0.373 2.739
H 2.497 0.621 1.729
H 0.471 1.830 -1.222
H 1.691 2.667 -0.340
H 2.734 1.253 -1.935
H 3.167 0.660 -0.371
H 1.947 -0.172 -1.365
```



Entry 4:
The following is a quantum chemistry calculation of an isolated molecule of C6H11F at a distorted geometry, from the OMol25 dataset.

## Properties
- HOMO: -10.1 eV
- Frontier orbital gap: 11.14 eV
- Structure (SMILES): C=C[C@@](C)(F)CC
- E_LUMO: 1.05 eV
- Strongest force on any atom: 2.94 eV/Å
- Spin multiplicity: 1
- Energy above the lowest of the compared OMol25 structures with the same formula, charge and spin: 139.71 kJ/mol

The geometry in XYZ format:
```
18
C6H11F, DFT ωB97M-V/def2-TZVPD
C -2.495 0.552 -0.436
C -1.320 0.401 0.165
C 1.263 1.576 0.075
C -0.062 -1.976 0.339
C 1.361 0.117 -0.209
C -0.025 -0.624 -0.327
F -0.190 -0.855 -1.689
H -3.254 1.218 -0.186
H -2.602 -0.053 -1.302
H -1.094 0.968 1.148
H 0.480 1.897 -0.643
H 2.261 2.168 -0.051
H 0.796 1.595 1.111
H 0.666 -2.706 -0.108
H -1.051 -2.269 0.218
H 0.094 -1.880 1.481
H 1.916 -0.355 0.632
H 1.784 -0.153 -1.157
```



Entry 5:
The following is a quantum chemistry calculation of an isolated molecule of C16H22O5, from the OMol25 dataset.

## Properties
- HOMO: -8.9 eV
- Frontier orbital gap: 9.64 eV
- Structure (SMILES): OCC[C@@H]1C[C@H](O)[C@@H](O)[C@@]2(OCCCc3ccccc32)O1
- E_LUMO: 0.75 eV
- Strongest force on any atom: 0.73 eV/Å
- Spin multiplicity: 1
- Energy above the lowest of the compared OMol25 structures with the same formula, charge and spin: 99.81 kJ/mol

The geometry in XYZ format:
```
43
C16H22O5, DFT ωB97M-V/def2-TZVPD
O -3.426 -2.483 0.836
C -2.919 -2.425 -0.481
C -3.106 -1.008 -1.013
H -4.143 -0.709 -0.862
H -2.872 -0.992 -2.077
C -2.195 -0.021 -0.284
C -2.499 1.432 -0.659
C -1.483 2.347 0.021
O -1.667 3.714 -0.280
H -1.679 3.821 -1.239
C -0.066 1.907 -0.367
O 0.901 2.716 0.245
H 0.481 3.571 0.418
H 0.043 1.965 -1.466
C 0.128 0.421 0.031
C 1.474 -0.068 -0.482
C 1.543 -0.475 -1.809
C 2.734 -0.911 -2.360
C 3.878 -0.939 -1.582
C 3.814 -0.529 -0.264
C 2.627 -0.084 0.305
C 2.606 0.350 1.740
H 3.625 0.435 2.119
H 2.128 1.329 1.800
C 1.818 -0.636 2.609
H 2.334 -1.596 2.666
H 1.736 -0.227 3.617
C 0.419 -0.848 2.016
H -0.301 -1.110 2.798
H 0.430 -1.651 1.271
O -0.058 0.345 1.417
H 4.708 -0.546 0.344
H 4.814 -1.277 -2.000
H 2.767 -1.225 -3.392
H 0.644 -0.461 -2.405
O -0.858 -0.355 -0.632
H -1.577 2.276 1.110
H -3.509 1.697 -0.346
H -2.423 1.549 -1.745
H -2.328 -0.145 0.799
H -1.850 -2.673 -0.500
H -3.458 -3.134 -1.127
H -3.237 -3.350 1.207
```



Entry 6:
The following is a quantum chemistry calculation of an isolated molecule of C26H25N3O5S, from the OMol25 dataset.

## Properties
- HOMO: -8.6 eV
- Frontier orbital gap: 8.36 eV
- Structure (SMILES): COc1cccc(NS(=O)(=O)c2ccc3[nH]cc(C(=O)NCCc4ccc(C)cc4)c(=O)c3c2)c1
- E_LUMO: -0.27 eV
- Strongest force on any atom: 0.90 eV/Å
- Spin multiplicity: 1
- Energy above the lowest of the compared OMol25 structures with the same formula, charge and spin: 196.87 kJ/mol

The geometry in XYZ format:
```
60
C26H25N3O5S, DFT ωB97M-V/def2-TZVPD
C -4.940 -4.698 0.419
H -4.845 -5.614 -0.162
O -4.603 -3.653 -0.462
C -4.655 -2.373 -0.005
C -4.994 -2.000 1.291
C -5.019 -0.656 1.627
C -4.711 0.324 0.704
C -4.361 -0.049 -0.592
C -4.329 -1.391 -0.939
H -4.064 -1.699 -1.938
N -4.054 0.927 -1.535
S -3.329 2.374 -1.117
O -2.771 2.874 -2.335
O -4.245 3.199 -0.391
C -2.016 1.870 -0.003
C -1.086 0.956 -0.428
C -0.063 0.545 0.430
C -0.004 1.094 1.723
C -0.964 2.026 2.138
C -1.966 2.408 1.277
H -2.720 3.123 1.563
H -0.907 2.439 3.134
N 1.005 0.706 2.562
C 1.940 -0.181 2.169
C 1.947 -0.774 0.945
C 0.923 -0.449 -0.033
O 0.847 -0.931 -1.161
C 3.106 -1.687 0.670
O 3.993 -1.828 1.496
N 3.060 -2.332 -0.509
C 4.241 -2.934 -1.072
H 3.967 -3.859 -1.586
C 4.927 -1.960 -2.052
C 5.196 -0.664 -1.344
C 6.348 -0.491 -0.588
C 6.539 0.659 0.151
C 5.581 1.667 0.165
C 4.434 1.496 -0.595
C 4.244 0.347 -1.342
H 3.342 0.237 -1.927
H 3.675 2.267 -0.603
C 5.799 2.904 0.983
H 6.655 3.462 0.603
H 4.926 3.552 0.952
H 6.007 2.644 2.020
H 7.440 0.777 0.737
H 7.097 -1.270 -0.572
H 4.269 -1.793 -2.907
H 5.855 -2.411 -2.405
H 4.914 -3.160 -0.242
H 2.313 -2.066 -1.146
H 2.725 -0.429 2.870
H 1.049 1.112 3.486
H -1.117 0.547 -1.426
H -3.763 0.593 -2.440
H -4.762 1.368 0.960
H -5.292 -0.371 2.632
H -5.244 -2.737 2.037
H -5.969 -4.603 0.779
H -4.257 -4.740 1.273
```



Entry 7:
The following is a quantum chemistry calculation of a structure of composition C24H26FeN2 at a distorted geometry, from the OMol25 dataset.

## Properties
- HOMO (alpha / beta): -18.1 / -18.1 eV
- Total charge: +3
- Frontier orbital gap (alpha / beta): 7.86 / 5.09 eV
- E_LUMO (alpha / beta): -10.25 / -13.02 eV
- Strongest force on any atom: 3.23 eV/Å
- <S²>: 8.76
- Spin multiplicity: 6

The geometry in XYZ format:
```
53
C24H26FeN2, DFT ωB97M-V/def2-TZVPD
Fe 0.292 0.242 -0.549
C 1.526 -0.340 2.665
C 1.413 0.681 1.510
C 0.332 1.595 1.445
C -0.647 1.639 2.532
C 0.258 2.537 0.370
C -0.831 3.552 0.392
C 1.186 2.483 -0.683
C 1.060 3.508 -1.822
C 2.283 1.481 -0.676
C 3.247 1.592 -1.824
C 2.444 0.644 0.478
C 3.751 -0.140 0.667
H 0.771 -0.167 3.425
H 2.531 -0.279 3.075
H 1.420 -1.353 2.276
H -0.732 0.690 3.185
H -1.645 1.992 2.268
H -0.365 2.388 3.217
H -1.079 3.889 -0.645
H -0.537 4.418 0.978
H -1.699 3.126 0.903
H 0.938 4.498 -1.388
H 0.189 3.192 -2.453
H 1.919 3.442 -2.509
H 3.856 0.705 -1.867
H 3.890 2.503 -1.713
H 2.767 1.640 -2.791
H 4.590 0.584 0.685
H 4.207 -0.748 -0.125
H 3.751 -0.619 1.622
C -4.178 0.331 0.014
C -2.838 0.757 -0.148
N -1.795 -0.076 -0.371
C -2.107 -1.401 -0.477
C -3.408 -1.904 -0.281
C -4.450 -1.032 -0.040
C -3.689 -3.336 -0.499
C -2.572 -4.116 -0.764
C -1.208 -3.644 -0.749
C -0.161 -4.480 -1.063
C 1.161 -3.970 -1.171
C 1.307 -2.614 -0.877
N 0.275 -1.740 -0.707
C -0.999 -2.273 -0.688
H -4.992 1.039 0.153
H -2.535 1.787 -0.244
H -5.452 -1.444 0.078
H -4.677 -3.765 -0.629
H -2.711 -5.208 -0.883
H -0.317 -5.553 -1.132
H 2.010 -4.629 -1.407
H 2.254 -2.105 -0.766
```



Entry 8:
The following is a quantum chemistry calculation of a cluster of 2 separate species, C4H14N2S in total at a distorted geometry, from the OMol25 dataset.

## Properties
- HOMO (alpha / beta): 0.9 / -4.6 eV
- Total charge: -1
- Frontier orbital gap (alpha / beta): 2.62 / 8.14 eV
- E_LUMO (alpha / beta): 3.54 / 3.49 eV
- Strongest force on any atom: 2.86 eV/Å
- <S²>: 0.75
- Spin multiplicity: 2
- Energy above the lowest of the compared OMol25 structures with the same formula, charge and spin: 65.58 kJ/mol

The geometry in XYZ format:
```
21
C4H14N2S, DFT ωB97M-V/def2-TZVPD
C 1.609 -1.865 -0.079
N 2.310 -2.707 -1.069
C 1.613 -0.314 -0.377
N 0.630 0.299 0.535
H 2.125 -2.052 0.887
H 0.564 -2.189 -0.018
H 1.817 -2.571 -1.990
H 3.226 -2.327 -1.311
H 1.256 -0.214 -1.355
H 2.621 0.130 -0.241
H 0.672 1.375 0.514
H -0.638 0.024 -0.152
H 0.817 0.067 1.515
C -2.420 1.564 1.189
C -2.270 1.753 -0.320
S -1.741 0.217 -1.134
H -1.493 1.179 1.566
H -3.094 0.725 1.466
H -2.786 2.489 1.647
H -1.545 2.500 -0.522
H -3.273 1.917 -0.753
```